Molecular formula: C18H32O18S2
Method: DFT, the ωB97M-V functional and the def2-TZVPD basis

The spin multiplicity is 1. Its net charge is 0. Its HOMO energy is -10.4 eV. As for the SMILES: CCOS(C)(=O)=O.CCOS(C)(=O)=O.O=C1OCCO1.O=C1OCCO1.O=C1OCCO1.O=C1OCCO1.

Structure (XYZ):
```
70
Properties=species:S:1:pos:R:3:forces:R:3:nbo_charge:R:1
S 1.773929 4.442243 -2.817200 3.39 1.58 -0.89 2.30
S 3.502929 -1.479757 0.146800 2.36 0.44 -3.96 2.35
O -3.112071 0.112243 0.976800 -0.11 -0.08 0.16 -0.58
O 3.005929 3.665243 -3.097200 -2.87 1.15 -0.31 -0.92
O 0.375929 -1.721757 5.911800 1.51 -0.15 0.44 -0.51
O 0.727929 -0.715757 3.956800 -0.62 -0.76 -1.76 -0.48
O 2.562929 -0.399757 0.137800 -0.02 0.39 0.68 -0.95
O 2.190929 5.218243 -1.440200 -0.95 0.75 -0.43 -0.74
O 2.434929 -1.861757 4.817800 -2.34 -0.44 -0.30 -0.57
O 4.923929 -1.277757 -0.169200 -2.17 0.22 1.19 -0.92
O -2.038071 -5.303757 -2.407200 0.99 3.28 1.91 -0.59
O 1.265929 5.469243 -3.747200 0.66 -2.34 1.50 -0.90
O 3.010929 -2.445757 -1.120200 -1.20 -0.86 4.42 -0.71
O -1.025071 0.718243 0.396800 -0.20 -0.49 -0.59 -0.50
O -5.616071 -2.263757 -2.228200 1.00 -1.63 -0.27 -0.50
O -1.981071 1.691243 2.164800 -0.47 -0.65 -0.51 -0.48
O -5.589071 -4.526757 -2.571200 1.24 1.83 0.60 -0.58
O -1.165071 -3.997757 -0.703200 2.08 -3.68 -0.11 -0.50
O -2.155071 -3.106757 -2.315200 -2.27 6.70 -3.57 -0.46
O -5.150071 -3.668757 -0.642200 2.08 -2.57 4.96 -0.45
C 0.529929 3.305243 -2.301200 6.56 -0.80 3.69 -0.83
C -5.510071 -1.453757 -1.081200 3.81 1.60 -1.18 -0.12
C 2.375929 -2.807757 -3.359200 -7.58 13.22 -2.98 -0.54
C 3.387929 -2.432757 1.590800 -3.27 1.20 -2.05 -0.86
C -0.871071 2.433243 1.772800 3.05 4.08 1.32 -0.11
C 3.176929 -1.983757 -2.407200 -1.97 2.21 -1.02 -0.08
C -0.535071 -0.288757 4.398800 -2.82 -0.04 0.60 -0.12
C -1.272071 -2.711757 -0.273200 -2.94 1.25 0.97 -0.09
C -0.007071 1.539243 0.970800 -3.05 2.44 -2.47 -0.09
C -0.868071 -1.068757 5.726800 -2.30 -2.82 -3.53 -0.11
C 1.264929 -1.549757 4.798800 1.59 0.47 3.51 0.98
C -2.147071 0.776243 1.164800 0.59 0.05 -0.06 0.97
C -1.808071 -4.200757 -1.879200 0.97 -7.69 0.78 0.97
C -1.635071 -1.991757 -1.582200 0.99 1.03 1.80 -0.11
C 3.387929 7.058243 -0.247200 3.39 -2.63 -1.63 -0.62
C -5.226071 -2.520757 0.063800 5.77 3.79 -3.13 -0.06
C -5.343071 -3.569757 -1.854200 -3.76 -1.44 -7.22 0.96
C 3.086929 6.402243 -1.623200 2.56 -3.04 1.00 -0.06
H 3.517929 -1.922757 2.455800 1.00 2.20 2.33 0.28
H -4.526071 -0.807757 -1.179200 -1.84 -0.96 0.13 0.16
H 2.408929 -2.808757 1.694800 -1.35 -0.62 -0.27 0.25
H -0.674071 -1.572757 -1.916200 -0.41 -0.45 -1.06 0.19
H -6.006071 -2.488757 0.568800 -6.91 -0.45 5.37 0.17
H -0.289071 3.030243 2.674800 -1.78 -1.86 -2.11 0.22
H -1.665071 -1.942757 5.526800 1.77 1.41 -0.24 0.16
H 2.553929 7.085243 0.347800 -2.44 0.89 1.00 0.22
H 2.493929 -2.554757 -4.495200 0.25 0.18 2.13 0.22
H 0.612929 1.048243 1.480800 4.27 -5.10 4.74 0.18
H -1.438071 -0.562757 3.672800 2.35 1.41 1.05 0.22
H 4.018929 -3.170757 1.458800 3.30 -3.78 -0.35 0.25
H -4.312071 -2.335757 0.711800 -1.07 -0.04 -1.10 0.19
H -0.433071 -2.320757 0.316800 -0.11 -0.31 -0.49 0.21
H 3.889929 8.030243 -0.497200 -0.44 -0.94 0.84 0.23
H 2.739929 7.193243 -2.146200 -2.31 1.80 -2.34 0.18
H 3.130929 -0.893757 -2.495200 -0.79 -0.03 0.10 0.18
H -2.205071 -2.812757 0.338800 0.74 1.12 0.32 0.16
H -1.577071 -0.553757 6.410800 2.19 0.51 0.78 0.23
H 0.402929 2.583243 -2.965200 -0.61 -2.80 -3.39 0.25
H 0.764929 1.947243 0.321800 -1.09 0.72 -0.99 0.21
H -2.316071 -1.118757 -1.430200 0.08 -1.21 -0.46 0.22
H 1.173929 -2.591757 -3.225200 2.98 -1.20 -0.03 0.18
H -0.267071 0.730243 4.695800 -1.35 0.37 -0.63 0.20
H -0.265071 3.691243 -1.929200 -5.42 3.07 1.68 0.23
H 4.006929 6.304243 0.342800 0.00 1.39 -0.71 0.21
H 2.676929 -3.634757 -3.305200 3.39 -12.67 1.15 0.17
H 3.978929 5.988243 -2.263200 -1.23 0.87 1.73 0.20
H -1.085071 3.170243 0.995800 -1.09 0.68 0.62 0.18
H -6.327071 -0.763757 -1.304200 -0.37 -0.06 1.82 0.22
H 0.966929 2.751243 -1.362200 -0.27 1.09 -1.94 0.24
H 4.114929 -2.176757 -2.632200 4.90 -0.82 -1.24 0.18
```
Positions in Å, forces in eV/Å.

Molecular formula: C22H23BF5N6O2ReSSbSe4
Method: DFT, the ωB97M-V functional and the def2-TZVPD basis

The spin multiplicity is 1. Its net charge is +1. Its HOMO energy (spin up / spin down) is -10.7 / -10.8 eV.

Structure (XYZ):
```
66
Properties=species:S:1:pos:R:3:forces:R:3:nbo_charge:R:1
Re -1.570811 -1.382874 -0.626078 0.86 0.55 -0.30 1.08
Sb -0.401495 -0.697200 -5.484120 0.19 0.27 -1.20 0.97
Se 2.074246 -0.075579 -5.095778 0.00 -0.22 0.25 -0.06
Se -0.853189 -1.012870 -2.677401 -0.17 -0.20 0.01 0.24
Se -1.767706 1.161663 -5.882901 0.03 -0.15 0.19 -0.44
Se -0.409087 -2.934555 -6.165448 -0.10 0.13 0.17 -0.42
S 1.973531 0.391838 -2.930360 0.12 0.07 -0.13 0.08
F 4.190767 3.305861 0.451285 -0.01 -0.01 -0.04 -0.28
F 5.338376 4.979124 -1.376168 -0.01 0.02 0.00 -0.27
F 3.301976 2.626202 -4.853431 0.01 -0.03 -0.04 -0.28
F 2.659444 1.272926 -0.378057 -0.07 -0.07 0.12 -0.30
F 4.852377 4.599633 -4.019077 0.01 0.03 -0.03 -0.28
O -3.615421 -1.703214 -1.156112 -0.22 -0.04 0.36 -0.63
O -2.270031 -3.356304 -0.831011 -0.20 -0.08 0.26 -0.63
N -2.093314 -1.445157 1.473960 -0.30 -0.23 0.13 -0.40
N 0.358772 -1.650967 0.048672 -0.28 -0.13 0.45 -0.33
N -0.650682 1.082026 0.854145 0.12 0.08 -0.02 -0.32
N -1.414884 0.649075 -0.184968 -0.19 -0.23 0.19 -0.32
N -1.259425 -0.791414 2.346090 0.07 0.03 -0.14 -0.30
N 0.869750 -0.926327 1.087400 0.07 0.14 -0.09 -0.31
C -3.064546 -2.021979 2.229695 0.09 0.05 -0.08 0.24
C -0.084354 3.213569 2.024164 0.02 -0.03 -0.03 -0.65
C -4.214088 -2.821823 1.718449 0.01 -0.01 -0.01 -0.67
C 3.191338 2.095535 -1.295192 0.00 -0.04 0.03 0.32
C -3.442050 -2.953049 -1.117812 0.17 0.04 -0.15 0.65
C 1.114344 -3.507844 -1.444426 0.00 -0.03 0.00 -0.66
C 2.407376 -2.388863 0.486815 0.03 0.01 -0.01 -0.33
C -0.982396 -0.377853 4.779611 -0.02 0.00 -0.03 -0.65
C 2.932777 1.855283 -2.640452 0.00 0.05 0.01 -0.29
C -2.829270 -1.740158 3.560528 0.01 0.03 0.08 -0.33
C -1.596818 2.854969 -0.051813 -0.04 -0.02 -0.02 -0.33
C 2.103929 -1.355807 1.368819 -0.04 -0.02 0.05 0.27
C -2.907086 1.631008 -1.922247 -0.02 0.02 0.02 -0.67
C 1.295419 -2.556219 -0.316057 0.02 0.01 -0.07 0.24
C -2.005828 1.719239 -0.741131 0.00 0.06 -0.04 0.24
C 3.504785 2.739932 -3.544411 -0.04 0.07 -0.03 0.32
C 4.314536 3.785008 -3.122754 0.00 -0.01 0.02 0.32
C -1.681038 -0.959377 3.597637 -0.01 -0.01 0.11 0.26
C -0.756485 2.415213 0.959542 0.00 0.00 0.02 0.26
C 2.956357 -0.799730 2.456697 0.02 0.01 -0.06 -0.66
C 3.983229 3.132126 -0.853593 0.01 0.03 0.05 0.28
C 4.562301 3.984601 -1.777545 0.00 0.00 0.01 0.28
B -0.062248 0.051080 1.823389 -0.12 -0.11 0.03 0.51
H -0.969740 0.711028 4.733917 -0.01 0.00 0.00 0.24
H -3.662978 2.412674 -1.864942 0.02 0.02 -0.01 0.25
H -0.266455 2.792683 3.011824 -0.02 0.01 0.00 0.23
H 1.833138 -4.319781 -1.353955 0.00 0.01 0.00 0.25
H 3.746017 -0.180185 2.030453 0.01 0.02 -0.01 0.25
H 0.995038 3.249040 1.874295 0.02 -0.02 -0.02 0.24
H -1.496451 -0.677679 5.689343 0.00 0.00 0.00 0.24
H -4.802077 -2.264182 0.991853 0.00 0.00 0.01 0.24
H 0.499860 0.596754 2.716271 -0.05 -0.04 0.00 -0.01
H -4.251577 -3.654588 -1.319001 0.00 -0.01 -0.05 0.18
H -1.886236 3.871646 -0.254891 -0.01 0.00 0.01 0.25
H 0.050002 -0.722434 4.835276 0.00 -0.01 0.01 0.24
H 2.389941 -0.191596 3.155072 -0.01 -0.01 0.00 0.24
H -4.864567 -3.065101 2.555193 0.00 -0.01 0.00 0.25
H -3.424033 -2.060789 4.398410 0.01 0.01 0.01 0.24
H 0.112153 -3.932310 -1.470302 0.00 0.01 0.00 0.24
H -3.415898 0.671125 -1.981128 -0.01 0.01 0.01 0.24
H -3.882571 -3.763144 1.279202 0.00 0.00 0.00 0.23
H 3.431907 -1.614752 3.000313 0.01 0.01 0.00 0.24
H -0.468085 4.230853 2.006949 0.02 0.00 -0.01 0.24
H 3.327355 -2.945805 0.440287 -0.01 -0.01 0.00 0.25
H -2.347377 1.781937 -2.849999 0.01 -0.04 0.00 0.25
H 1.299256 -3.012140 -2.402995 -0.01 0.01 0.00 0.24
```
Positions in Å, forces in eV/Å.

Relative energy (zero: lowest compared OMol25 entry of this formula, charge and spin) values (in kJ/mol) by entry order: 351.96 47.25.